Entry 1:
Here is the molecule CH4N2S from the OMol25 dataset. Energies are from ωB97M-V/def2-TZVPD.

Its structure (SMILES) is NNC=S. For the orbital gap, the calculation gives 9.0295 eV. The lowest unoccupied orbital energy is 0.45 eV. The HOMO energy comes out at -8.57 eV.

ORCA input file:
```
! RIJCOSX wB97M-V def2-TZVPD def2/J DEFGRID3
* xyz 0 1
N -1.720 -1.166 0.875
N -0.796 -0.114 0.624
C -0.043 -0.048 -0.461
S 1.414 0.791 -0.551
H -1.286 -2.036 0.626
H -2.518 -1.057 0.285
H -0.449 0.261 1.498
H -0.496 -0.581 -1.319
*
```

Atom-resolved charges from Mulliken, all expressed in e: number 1, N, carries -0.60; number 2, N, carries -0.01; number 3, C, carries -0.14; number 4, S, carries -0.33; number 5, H, carries 0.26; number 6, H, carries 0.26; number 7, H, carries 0.26; number 8, H, carries 0.29

---

Entry 2:
Here is the molecule CH4N2S from the OMol25 dataset. Energies are from ωB97M-V/def2-TZVPD.

For the orbital gap (alpha / beta), the calculation gives 9.3464 / 8.0068 eV. The lowest unoccupied orbital energy (alpha / beta) is -0.24 / -0.25 eV. The HOMO energy (alpha / beta) comes out at -9.58 / -8.25 eV.

ORCA input file:
```
! RIJCOSX wB97M-V def2-TZVPD def2/J DEFGRID3
* xyz 0 1
C 0.534 0.638 -0.155
N 0.575 0.321 1.220
N -0.206 -0.573 -0.496
S -1.770 -0.583 -0.447
H -0.099 1.661 -0.328
H 1.439 0.455 -0.653
H 1.496 0.069 1.542
H -1.969 -1.988 -0.682
*
```

Atom-resolved charges from Mulliken, all expressed in e: number 1, C, carries -0.14; number 2, N, carries -0.47; number 3, N, carries -0.28; number 4, S, carries -0.03; number 5, H, carries 0.26; number 6, H, carries 0.28; number 7, H, carries 0.20; number 8, H, carries 0.17

---

Entry 3:
Here is the molecule CH4N2S2 from the OMol25 dataset. Energies are from ωB97M-V/def2-TZVPD.

Its structure (SMILES) is NC(=S)NS. For the orbital gap, the calculation gives 8.8225 eV. The lowest unoccupied orbital energy is 0.46 eV. The HOMO energy comes out at -8.36 eV.

ORCA input file:
```
! RIJCOSX wB97M-V def2-TZVPD def2/J DEFGRID3
* xyz 0 1
N -1.111 0.407 0.737
C -0.020 0.830 0.038
S 0.354 2.398 -0.122
N 0.748 -0.125 -0.479
S 0.372 -1.751 -0.844
H -1.147 -0.589 0.758
H -2.019 0.873 0.707
H 1.629 0.214 -0.795
H 1.192 -2.257 -0.001
*
```

Mulliken atomic charge list, values in e, 8 entries: number 1, N, carries -0.39; number 2, C, carries 0.44; number 3, S, carries -0.43; number 4, N, carries -0.29; number 5, S, carries -0.17; number 6, H, carries 0.18; number 7, H, carries 0.24; number 8, H, carries 0.26

---

E, respectively: -548.15595 -548.04101 -946.37733 a.u..
Strongest force on any atom, respectively: 1.9 3.3 2.4 eV/A.